97
Properties=species:S:1:pos:R:3:forces:R:3:mulliken_charge:R:1 method="wB97M-V/def2-TZVPD" molar_mass_g_mol=585.7 homo_ev=-9.067 smiles=COCCNCCOC.OCCO.OCCO.OCCO.OCCO.OCCO.OCCO.OCCO.O de_lowest_kj_mol=141.48
C 1.757020 -3.509808 -5.748952 -0.8 0.7 -1.0 -0.87
O 2.376506 -4.439142 -4.928685 0.3 -0.3 0.0 -0.18
C 2.767176 -3.916393 -3.677309 -0.1 -0.6 0.3 -0.82
C 4.103492 -3.176644 -3.694647 -0.5 1.0 0.2 -0.62
N 4.886842 -3.488753 -2.512237 0.6 -0.1 -0.3 -0.06
C 6.192251 -2.813433 -2.528817 0.0 0.4 0.6 -0.78
C 7.330960 -3.564764 -3.227674 -1.0 0.0 0.2 -0.60
O 8.111826 -4.182386 -2.222324 0.0 -0.1 -0.5 0.30
C 9.124297 -4.943365 -2.821345 1.0 -0.1 -0.3 -0.96
H 1.622642 -3.895572 -6.765036 0.2 -0.4 0.2 0.27
H 2.305188 -2.571170 -5.906730 0.2 -0.1 0.4 0.34
H 0.741734 -3.273988 -5.401292 0.1 0.1 0.2 0.34
H 2.798552 -4.771267 -2.997182 0.3 -0.1 -0.1 0.33
H 1.977704 -3.278467 -3.262943 0.0 0.1 -0.2 0.41
H 3.822402 -2.117660 -3.626543 0.4 0.1 0.0 0.51
H 4.662288 -3.250526 -4.640243 -0.2 -0.5 -0.1 0.38
H 5.080848 -4.489166 -2.507970 -0.2 -0.1 0.2 -0.02
H 6.491870 -2.639198 -1.488017 0.2 -0.2 -0.1 0.08
H 6.099202 -1.797080 -2.922073 -0.3 -0.2 -0.2 0.46
H 7.925007 -2.910304 -3.874848 0.2 0.0 0.2 0.37
H 6.897855 -4.346851 -3.869956 0.0 0.1 -0.1 0.34
H 9.737323 -4.332148 -3.501577 -0.1 0.1 0.0 0.35
H 8.759112 -5.784376 -3.422477 -0.3 0.0 0.2 0.25
H 9.806322 -5.314692 -2.058450 -0.2 -0.1 0.1 0.22
C 6.384242 -7.964820 -2.264119 -0.6 -0.4 0.1 -0.49
C 6.989729 -8.195065 -0.894745 0.2 0.8 -0.2 0.33
O 7.644164 -7.013693 -0.434592 0.3 0.0 0.1 -0.30
O 5.281446 -7.049783 -2.162042 0.4 0.2 0.0 -0.10
H 6.005878 -8.886019 -2.714533 0.2 -0.2 0.1 0.31
H 7.141196 -7.568400 -2.937761 -0.2 0.4 0.0 0.07
H 7.774741 -8.948160 -0.961260 -0.2 -0.2 0.2 -0.09
H 6.215148 -8.478933 -0.173460 0.1 -0.3 -0.1 0.11
H 7.059634 -6.248077 -0.502387 -0.1 -0.2 -0.2 -0.02
H 4.634442 -7.486123 -1.594973 -0.1 0.1 -0.1 0.19
C 9.104885 -10.890603 -3.710903 -0.2 0.4 0.3 -0.39
C 9.534726 -11.568996 -4.996531 -1.8 -0.9 0.0 -0.43
O 8.540129 -11.453117 -6.019650 0.5 0.7 -0.2 -0.53
O 7.728231 -11.205978 -3.400810 0.4 -0.6 0.0 -0.60
H 9.139102 -9.802825 -3.768016 0.1 0.0 -0.1 0.29
H 9.725420 -11.232257 -2.878659 0.2 0.2 -0.1 0.31
H 9.516769 -12.651162 -4.793063 1.0 0.1 0.2 0.26
H 10.478047 -11.188147 -5.367064 0.2 -0.2 0.0 0.34
H 7.681287 -11.418005 -5.585588 0.0 0.0 0.1 0.35
H 7.741752 -12.163482 -3.239648 -0.3 0.1 -0.1 0.26
C 4.340948 -6.998438 -5.520941 -0.2 -0.3 0.9 0.37
C 3.299410 -6.954451 -6.598095 -0.1 0.6 -0.7 -0.37
O 3.056311 -8.283249 -7.070293 0.1 0.1 0.1 -0.54
O 5.521855 -7.662666 -5.948149 -0.3 0.1 0.0 -0.54
H 3.933612 -7.492969 -4.626616 0.0 -0.1 -0.1 0.06
H 4.580187 -5.996207 -5.167022 0.2 0.1 -0.3 -0.19
H 3.671571 -6.317824 -7.414125 0.1 -0.2 -0.1 0.29
H 2.377790 -6.476199 -6.262417 0.0 -0.2 0.3 0.23
H 2.625204 -8.203829 -7.924809 0.0 -0.2 0.0 0.30
H 5.198506 -8.521481 -6.250128 0.3 0.0 -0.2 0.35
C 9.183533 -4.245849 0.517260 -0.1 -0.5 0.1 0.72
C 10.058837 -3.147592 -0.107263 0.4 0.9 1.0 -0.43
O 10.247807 -2.046809 0.800015 -0.1 -0.1 -0.2 -0.55
O 9.184349 -4.229605 1.942920 0.0 0.2 0.1 -0.62
H 9.453747 -5.260604 0.214857 0.2 0.2 -0.4 0.47
H 8.151296 -4.119057 0.205951 -0.1 0.2 0.1 -0.64
H 9.558214 -2.676188 -0.944788 0.1 -0.4 -0.3 0.05
H 11.061115 -3.492371 -0.380867 -0.2 -0.3 -0.3 0.28
H 10.863135 -2.313564 1.487251 -0.1 0.0 0.1 0.32
H 10.062348 -4.463068 2.258380 -0.1 -0.1 0.1 0.31
C 5.631736 -3.126382 1.398599 0.3 0.5 0.2 0.15
C 5.526811 -4.584045 1.776229 0.2 0.2 0.6 -0.07
O 6.437326 -4.900192 2.829633 0.0 0.0 -0.2 -0.60
O 5.131971 -2.305827 2.449794 -0.2 0.0 0.0 -0.61
H 5.059406 -2.892202 0.499947 -0.1 -0.1 0.0 0.12
H 6.677137 -2.829814 1.232955 0.0 -0.3 -0.2 0.09
H 5.645124 -5.245519 0.909728 0.0 0.0 0.0 -0.27
H 4.541763 -4.697612 2.233371 -0.1 -0.3 -0.3 0.45
H 7.347610 -4.742801 2.529069 0.0 0.0 0.0 0.39
H 5.562819 -2.591009 3.264381 0.0 0.0 -0.1 0.35
C 5.371459 -12.241574 -0.586120 -1.2 0.0 0.7 -1.03
C 4.537150 -12.823084 -1.708420 -0.8 0.3 -0.1 -0.51
O 5.183327 -13.919416 -2.318836 0.4 0.0 0.0 -0.52
O 6.083023 -11.076763 -0.912868 0.6 -0.2 -0.4 0.14
H 5.920719 -13.034912 -0.066552 0.5 0.1 -0.3 0.31
H 4.656827 -11.890761 0.163402 0.0 -0.2 0.2 0.69
H 4.297657 -12.025706 -2.429355 0.3 0.0 0.0 0.31
H 3.554657 -13.095977 -1.298226 0.2 -0.4 0.1 0.44
H 4.587229 -14.350588 -2.936149 -0.1 0.1 0.0 0.31
H 6.671170 -11.261100 -1.662190 0.0 0.3 0.0 0.06
C 8.248884 -11.098936 1.440267 0.1 1.6 -0.2 0.12
C 9.408884 -10.234943 1.915980 0.3 -0.2 0.0 -0.21
O 10.650811 -10.796072 1.459600 -0.5 0.0 0.4 -0.56
O 8.418744 -12.420915 1.903136 -0.3 -0.3 -0.3 -0.57
H 8.221226 -11.004497 0.354008 0.2 -0.8 -0.1 -0.19
H 7.294824 -10.634838 1.718774 0.0 -0.3 0.4 0.32
H 9.376483 -10.144467 3.012975 0.2 -0.1 -0.1 0.28
H 9.365180 -9.225979 1.498791 -0.2 -0.1 0.0 0.14
H 10.592655 -11.741224 1.663617 0.1 0.2 0.0 0.34
H 7.885790 -12.527705 2.695388 0.1 -0.1 0.0 0.35
O 2.991962 -9.929853 0.049746 0.0 0.1 -0.1 -0.67
H 3.624581 -10.501038 -0.399650 0.0 0.2 0.0 0.29
H 3.531586 -9.242977 0.456352 0.0 -0.1 0.0 0.32

=====

107
Properties=species:S:1:pos:R:3:forces:R:3:mulliken_charge:R:1 method="wB97M-V/def2-TZVPD" molar_mass_g_mol=864.5 total_charge=+2 homo_ev="-12.648 / -12.850" de_lowest_kj_mol=45.35 multiplicity=2
Ru -0.354822 -0.261894 0.811142 -0.6 -0.1 0.3 0.06
C -1.668912 -3.995944 0.110766 0.0 0.0 0.0 -1.26
C -1.396316 -3.267364 -1.208035 0.0 -0.1 0.1 1.36
C -1.649663 -4.204910 -2.388593 0.0 -0.1 0.0 -1.88
C -0.000918 -2.719793 -1.212976 0.0 -0.2 -0.1 -0.73
C 1.080825 -3.336316 -1.837894 0.0 0.1 0.0 -0.84
C 2.191038 -2.567555 -1.544482 0.0 0.0 0.0 0.14
C 3.609509 -2.829766 -1.959134 0.0 0.0 0.0 1.19
C 3.710264 -2.964671 -3.480126 0.0 0.0 0.0 -1.61
C 4.122230 -4.100453 -1.274325 0.0 0.0 0.0 -1.69
N 1.777075 -1.539288 -0.783458 0.1 0.0 0.0 0.64
N 0.426098 -1.618517 -0.572172 0.1 0.2 0.1 1.13
B 2.580287 -0.394515 -0.131908 -0.1 -0.1 0.0 1.66
N 1.888607 0.934227 -0.569388 0.1 0.1 0.0 0.50
N 0.712667 1.263969 0.033866 -0.2 -0.2 -0.1 0.70
C 0.412097 2.529148 -0.280433 0.1 0.1 0.0 -0.97
C 1.373346 2.988632 -1.183166 0.1 0.0 0.1 -1.02
C 2.307747 1.971642 -1.324397 -0.1 -0.1 0.0 0.07
C 3.526013 2.017293 -2.212161 0.0 0.0 0.0 0.15
C 3.528154 0.885497 -3.238626 0.0 0.0 0.0 -0.65
C 4.860010 2.091550 -1.470251 0.0 0.0 0.0 -1.58
C -0.662614 3.369200 0.354247 0.1 0.0 -0.1 0.46
C -1.134362 2.825350 1.690262 0.1 0.2 0.1 -0.50
C -1.826988 3.640438 -0.599829 0.0 -0.2 0.1 -1.35
N 2.495009 -0.578606 1.408431 0.2 0.2 0.0 0.45
N 1.256276 -0.559551 1.965650 0.2 -0.2 -0.4 0.60
C 1.370557 -0.686365 3.286414 -0.1 0.1 0.2 -0.75
C 2.721607 -0.802801 3.599820 -0.1 0.0 -0.1 -1.48
C 3.408181 -0.718173 2.399143 0.0 0.0 0.0 0.61
C 4.904611 -0.717002 2.262586 0.0 0.0 0.0 0.16
C 5.463079 -1.759380 1.293239 0.0 0.0 0.0 -1.42
C 5.415483 0.694384 1.967918 0.0 0.0 0.0 -1.53
C 0.172823 -0.622488 4.185880 0.1 -0.1 -0.1 0.61
C -1.118555 -0.580710 3.383137 0.1 0.2 -0.1 -0.35
C 0.266013 0.591170 5.114169 0.0 0.0 0.0 -1.46
H -2.688176 -4.382867 0.131128 0.0 0.0 0.0 0.44
H -1.542716 -3.337193 0.972233 0.0 0.0 0.0 -0.01
H -0.979361 -4.834533 0.219678 0.0 0.0 0.0 0.39
H -2.097569 -2.444517 -1.312524 0.0 0.1 0.0 -0.65
H -1.082859 -5.132239 -2.292658 0.0 0.0 0.0 0.37
H -1.386012 -3.748524 -3.344890 0.0 0.0 0.0 0.35
H -2.705397 -4.474160 -2.418197 0.0 0.0 0.0 0.47
H 1.058770 -4.240023 -2.421620 0.0 0.0 0.0 0.59
H 4.227054 -1.991293 -1.637076 0.0 0.0 0.0 -0.34
H 3.158196 -3.839987 -3.827054 0.0 0.0 0.0 0.39
H 4.750741 -3.090950 -3.779457 0.0 0.0 0.0 0.43
H 3.312831 -2.086511 -3.993185 0.0 0.0 0.0 0.22
H 3.575262 -4.974468 -1.632185 0.0 0.0 0.0 0.35
H 4.000802 -4.047795 -0.192802 0.0 0.0 0.0 0.38
H 5.178813 -4.250641 -1.496563 0.0 0.0 0.0 0.44
H 3.704369 -0.376204 -0.489313 0.0 0.0 0.0 -0.81
H 1.439668 3.978593 -1.604763 0.0 0.0 0.0 0.65
H 3.413064 2.957852 -2.757514 0.0 0.0 0.0 0.58
H 3.589885 -0.087201 -2.752299 0.0 0.0 0.0 0.05
H 4.386311 0.980797 -3.904687 0.0 0.0 0.0 0.56
H 2.624315 0.906646 -3.848907 0.0 0.0 0.0 -0.30
H 5.141582 1.127782 -1.050113 0.0 0.0 0.0 0.16
H 4.831013 2.827862 -0.667143 0.0 0.0 0.0 0.34
H 5.644010 2.385607 -2.168291 0.0 0.0 0.0 0.59
H -0.157446 4.318240 0.558700 -0.1 0.0 -0.1 0.61
H -1.587122 1.841475 1.576780 -0.1 0.0 0.0 -0.87
H -1.905342 3.476715 2.104110 0.0 0.0 0.0 0.62
H -0.318212 2.776276 2.413786 0.0 -0.1 0.0 0.33
H -2.369820 2.710241 -0.788795 0.0 0.0 -0.1 -0.03
H -1.480053 4.054500 -1.547545 0.0 0.0 0.0 0.42
H -2.527749 4.349592 -0.158374 0.0 0.0 0.0 0.49
H 3.155981 -0.933403 4.576375 0.0 0.0 0.0 0.55
H 5.260032 -0.991100 3.258469 0.0 0.0 0.0 0.54
H 5.329475 -1.465186 0.253612 0.0 0.0 0.0 0.06
H 4.994619 -2.732471 1.443983 0.0 0.0 0.0 0.30
H 6.533412 -1.874964 1.464412 0.0 0.0 0.0 0.49
H 5.003240 1.071095 1.033673 0.0 0.0 0.0 0.13
H 6.502618 0.690480 1.881373 0.0 0.0 0.0 0.42
H 5.139064 1.386381 2.763743 0.0 0.0 0.0 0.40
H 0.172065 -1.528002 4.798769 0.0 0.0 0.0 0.50
H -1.177830 0.359356 2.791402 0.0 -0.1 0.1 -0.48
H -1.999686 -0.531138 4.021914 0.0 -0.1 0.0 0.60
H -1.247430 -1.466769 2.740674 0.0 -0.1 0.0 -0.17
H 0.285292 1.517771 4.535531 0.0 0.0 0.0 0.27
H 1.171194 0.555363 5.718049 0.0 0.0 0.0 0.42
H -0.592016 0.622827 5.785555 0.0 0.0 0.0 0.46
Te -2.932306 -0.528593 0.145233 0.4 0.2 -0.1 0.26
C -3.981697 0.268183 1.758009 0.1 -0.1 0.1 -0.07
C -4.264172 1.570502 2.081417 0.0 0.0 -0.1 -0.15
C -5.078801 1.686190 3.233228 0.0 0.0 0.1 -0.81
C -5.401632 0.472901 3.767392 0.0 0.0 0.0 -0.45
S -4.739700 -0.811013 2.865212 0.0 0.0 0.0 -0.12
H -3.925337 2.415737 1.500601 0.0 0.0 0.0 0.58
H -5.422258 2.624931 3.642203 0.0 0.0 0.0 0.42
H -6.012115 0.275059 4.634258 0.0 0.0 0.0 0.44
N -1.252055 0.504325 -5.713403 0.0 0.0 0.0 -0.03
C 0.066903 0.144675 -5.072993 0.0 0.0 0.0 -1.22
C -0.201147 -0.380731 -3.667143 0.0 0.0 0.0 0.59
N -0.972896 0.533581 -2.850128 0.0 -0.1 -0.2 0.64
C -2.208958 0.931385 -3.487996 -0.1 0.0 0.1 -0.71
C -2.024108 1.504523 -4.887340 0.0 0.0 0.0 -0.91
H -1.813190 -0.344560 -5.816718 0.0 0.0 0.0 0.41
H -1.101890 0.867006 -6.655223 0.0 0.0 0.0 0.37
H 0.653964 1.062360 -5.055484 0.0 0.0 0.0 0.45
H 0.557189 -0.587314 -5.713589 0.0 0.0 0.0 0.39
H 0.750317 -0.601217 -3.182737 0.0 0.0 0.0 -0.67
H -0.738070 -1.333322 -3.738892 0.0 0.0 0.0 0.26
H -0.413662 1.322784 -2.547816 0.0 0.1 0.1 -0.36
H -2.731542 1.665781 -2.874937 0.0 0.0 0.0 0.33
H -2.868737 0.056376 -3.541683 0.0 0.0 0.0 0.45
H -1.427391 2.416316 -4.871874 0.0 0.0 0.0 0.35
H -2.967000 1.695210 -5.397180 0.0 0.0 0.0 0.44